Record 1
82
Properties=species:S:1:pos:R:3:forces:R:3 method="wB97M-V/def2-TZVPD" lumo_energy_ev=-5.39 homo_ev=-11.24 mol_weight_g_mol=482.57 de_lowest_kcal_mol=39.4 total_energy_ev=-104744.27582 total_charge=+3
Br 2.3559 -1.7117 2.0192 -0.38 0.10 -0.10
C -0.5694 -0.8811 8.4772 0.64 1.51 0.06
C -1.6140 -1.7481 7.9330 -1.21 -0.26 -0.95
C -2.9268 -1.0621 7.3803 1.42 -1.95 0.55
O -3.6656 -2.1305 6.7644 -1.30 2.03 0.46
C -5.0072 -1.6034 6.4512 0.04 -1.19 -1.23
N -0.9551 -2.5305 6.7856 -0.81 -0.25 0.27
H -0.2352 -3.1366 7.1524 0.27 -0.38 0.21
H -1.7089 -3.0873 6.4090 -0.32 -0.56 -0.43
H -0.5298 -2.0384 6.0130 0.12 0.84 -0.25
H 0.2739 -1.4954 8.7930 0.10 0.40 0.29
H -0.9106 -0.1871 9.2454 -0.05 -0.53 0.41
H -0.2624 -0.1865 7.6953 0.43 -0.07 -0.19
H -1.8504 -2.5669 8.6124 -0.44 0.18 0.11
H -2.6469 -0.2758 6.6792 -0.15 0.12 -0.20
H -3.4844 -0.6480 8.2204 0.10 0.10 0.05
H -4.9584 -0.8748 5.6419 0.32 0.18 0.05
H -5.6443 -1.1864 7.2311 0.83 -0.03 0.72
H -5.5816 -2.4403 6.0541 0.22 -0.13 0.04
C -2.3632 -3.3659 -1.7084 -1.65 -0.60 0.50
N -3.6649 -3.7413 -0.9763 0.04 -0.11 2.51
C -3.7976 -2.6977 0.1858 0.48 -0.95 -1.58
C -4.8520 -3.8329 -1.8662 0.83 0.75 -0.87
C -3.4986 -5.1787 -0.3401 -0.22 0.69 0.41
C -4.7706 -5.7498 0.4308 1.23 -0.21 -0.61
O -5.6940 -6.2896 -0.4613 -0.57 0.45 -0.70
H -1.5863 -3.4491 -0.9484 0.27 -0.22 -0.54
H -2.4357 -2.3395 -2.0680 -0.13 -0.10 0.09
H -2.3451 -4.0553 -2.5526 0.68 0.04 0.12
H -4.6489 -2.8573 0.8477 0.02 -0.23 -0.40
H -3.8566 -1.7448 -0.3401 0.01 0.09 0.45
H -2.8544 -2.8421 0.7126 -0.19 0.50 0.22
H -4.7700 -3.0691 -2.6395 -0.06 0.29 0.18
H -5.7701 -3.6660 -1.3028 0.12 -0.65 -0.14
H -4.6993 -4.7733 -2.3958 -0.91 -0.11 0.22
H -2.6459 -5.1184 0.3362 -0.16 0.23 0.26
H -3.1080 -5.7444 -1.1860 -0.68 -0.56 0.11
H -5.2106 -5.0204 1.1109 0.04 0.53 -0.17
H -4.5386 -6.6007 1.0714 1.26 0.31 0.25
H -6.2934 -6.8066 0.0819 -0.35 -0.23 -0.30
C 4.4283 -1.8062 -4.0654 0.38 0.93 -0.99
N 5.3633 -0.6286 -4.4269 0.70 -1.08 0.39
C 4.5385 0.6354 -4.9072 1.38 -1.45 0.79
C 6.1205 -0.2969 -3.1041 -1.02 -0.97 -0.78
C 6.5067 -1.1055 -5.4250 -2.30 0.61 -0.89
C 5.9987 -1.8253 -6.7147 -0.60 1.29 -0.67
O 5.1361 -0.9305 -7.5416 1.01 -0.82 1.73
H 4.9957 -2.6731 -3.7267 0.16 0.26 -0.03
H 3.9055 -2.0530 -4.9895 -0.17 -0.03 0.21
H 3.7365 -1.4843 -3.2870 0.10 0.03 -0.09
H 5.3111 1.4022 -4.8514 -0.54 0.35 -0.13
H 3.7405 0.7416 -4.1723 0.24 0.25 0.04
H 4.1103 0.5369 -5.9047 0.43 -0.40 0.07
H 5.3149 0.0107 -2.4373 0.59 0.57 0.22
H 7.0052 0.3257 -3.2373 -0.62 0.56 -0.20
H 6.5139 -1.2387 -2.7216 -0.20 -0.11 -0.08
H 7.1860 -1.7408 -4.8566 -0.09 0.13 -0.07
H 6.9370 -0.1516 -5.7301 0.42 -0.22 0.07
H 5.4639 -2.7610 -6.5512 0.02 0.05 0.37
H 6.8703 -2.0575 -7.3267 0.25 -0.06 0.31
H 5.2202 -1.2458 -8.4444 -0.06 0.02 -0.18
C 0.5542 6.4405 -2.2843 0.39 -0.11 -0.45
N 0.3998 7.1089 -0.9505 -0.54 1.48 0.28
C 1.2698 8.3493 -0.8246 -0.29 -0.15 -1.02
C -1.0995 7.5617 -0.7405 2.18 -1.35 0.56
C 0.8935 6.2087 0.1549 0.48 -1.96 -0.27
C 0.2982 4.7711 0.2870 -0.77 1.36 0.61
O 0.6779 3.8915 -0.7410 -0.15 0.31 0.09
H -0.2006 5.6585 -2.3678 0.26 0.01 0.04
H 1.5617 6.0444 -2.4109 -0.09 -0.39 0.66
H 0.5115 7.0881 -3.1601 -0.69 0.68 0.50
H 2.2855 8.0660 -1.1009 -0.07 0.18 0.01
H 1.2555 8.7877 0.1732 -0.20 -0.40 0.01
H 0.8473 9.0700 -1.5248 0.32 0.06 -0.04
H -1.0802 8.0542 0.2316 -0.35 -0.09 -0.07
H -1.5431 6.5669 -0.6990 -0.94 0.63 -0.10
H -1.4353 8.2496 -1.5165 0.17 -0.43 -0.10
H 0.8375 6.7435 1.1030 -0.01 0.00 -0.16
H 1.9151 5.9625 -0.1347 0.33 0.70 0.28
H -0.7721 4.9309 0.4178 -0.47 -0.64 -0.58
H 0.5747 4.3168 1.2384 0.36 0.58 0.22
H 1.1698 3.2093 -0.2781 0.11 -0.39 -0.42

Record 2
14
Properties=species:S:1:pos:R:3:forces:R:3 method="wB97M-V/def2-TZVPD" lumo_energy_ev=-4.33 homo_ev=-13.77 mol_weight_g_mol=212.01 de_lowest_kcal_mol=53.6 total_energy_ev=-15889.66478 total_charge=+1
C 1.0317 -1.3133 -0.0575 -1.76 1.68 -0.97
C 0.3911 -0.7471 1.1777 -2.23 0.67 -0.38
C 0.0172 -0.6356 -1.1201 -0.11 -2.72 -0.59
C -0.6698 0.1934 -0.1075 0.18 -2.06 4.89
N -0.2596 1.6144 -0.0162 1.42 1.45 1.99
O 2.0450 -1.8837 -0.1549 1.13 -0.95 -0.43
I -2.8473 0.0061 0.1439 1.32 0.31 -0.23
H -0.1359 -1.5706 1.8726 1.20 2.40 -1.28
H 1.1194 0.0219 1.5908 -1.07 -1.17 0.35
H 0.5192 -0.1214 -1.9519 -0.48 -0.42 -0.14
H -0.7666 -1.4846 -1.3969 1.93 1.79 -0.10
H -0.7073 2.2215 0.7983 0.77 -1.83 -2.01
H -0.5712 1.9755 -0.9081 0.28 1.08 -0.35
H 0.8341 1.7236 0.1297 -2.57 -0.23 -0.75

Record 3
20
Properties=species:S:1:pos:R:3:forces:R:3 method="wB97M-V/def2-TZVPD" lumo_energy_ev=0.86 homo_ev=-10.10 mol_weight_g_mol=103.16 smiles="CC(C)C.NC=O" de_lowest_kcal_mol=5.6 total_energy_ev=-8933.76945
C -1.8173 -0.0740 0.6586 0.07 -0.30 0.13
C -0.6088 -0.9976 0.7881 0.00 0.12 0.00
C 0.5532 -0.2593 1.4538 -0.20 -0.08 0.00
C -0.2165 -1.5724 -0.5701 -0.18 0.00 0.31
H -2.1243 0.2938 1.6354 -0.09 0.10 0.09
H -1.5792 0.7820 0.0311 0.03 0.12 -0.08
H -2.6567 -0.6048 0.2137 -0.14 0.01 -0.05
H -0.8897 -1.8356 1.4385 0.01 0.05 -0.03
H 1.4437 -0.8813 1.4610 0.17 -0.03 0.05
H 0.2978 -0.0042 2.4852 0.06 0.06 -0.03
H 0.7864 0.6627 0.9151 -0.08 -0.13 0.19
H 0.0473 -0.7879 -1.2716 0.03 0.00 -0.08
H -1.0384 -2.1537 -0.9817 -0.10 -0.08 -0.11
H 0.6464 -2.2221 -0.4700 0.17 -0.12 -0.08
N 0.5655 1.8713 -1.4071 -0.46 0.08 -0.38
C 1.7784 1.3386 -1.1601 0.46 0.31 0.14
O 2.1537 0.2606 -1.5500 0.13 -0.04 -0.14
H 0.3219 2.8006 -1.1168 0.09 0.00 0.05
H -0.0692 1.3782 -2.0166 0.05 0.04 0.06
H 2.4058 2.0051 -0.5365 -0.02 -0.12 -0.04

Record 4
90
Properties=species:S:1:pos:R:3:forces:R:3 method="wB97M-V/def2-TZVPD" lumo_energy_ev=0.36 homo_ev=-9.51 mol_weight_g_mol=460.69 smiles=CCO.CCO.CCO.CCO.CCO.CCO.CCO.CCO.CCO.CCO de_lowest_kcal_mol=61.6 total_energy_ev=-42184.12773
C 5.5066 1.8188 1.2606 0.29 -0.76 -0.02
C 6.1448 0.4143 1.1747 -4.44 1.49 -3.80
O 7.0359 0.1416 2.0644 4.44 -0.90 3.87
H 5.2722 1.9995 2.3096 -0.16 0.18 -0.05
H 4.5946 1.6927 0.6771 -0.22 0.51 0.08
H 6.0893 2.6493 0.8620 0.18 -0.13 0.05
H 6.4610 0.2362 0.1469 0.29 0.08 -0.33
H 5.2706 -0.2254 1.2955 -0.37 -0.54 0.01
H 7.7670 -0.3679 1.7072 -0.06 0.06 0.15
C 2.1345 1.6581 -5.2881 0.72 -1.11 1.49
C 2.2200 0.7166 -4.0098 0.21 0.69 -1.90
O 1.0448 0.7902 -3.2767 -1.03 0.38 0.17
H 3.0762 1.5427 -5.8248 0.04 0.13 -0.14
H 2.1059 2.6540 -4.8461 -0.25 0.15 -0.46
H 1.3199 1.4728 -5.9882 -0.13 -0.06 0.35
H 3.0705 1.0971 -3.4441 0.02 -0.05 0.20
H 2.4037 -0.3391 -4.2097 0.26 -0.04 -0.55
H 1.3095 0.8618 -2.3567 0.01 -0.09 0.73
C 5.2855 -0.7615 -2.9240 -0.27 -0.21 -1.20
C 4.7788 -1.8317 -2.0054 0.09 0.70 -0.29
O 3.3527 -1.8386 -1.9175 0.35 -0.24 0.37
H 5.1288 0.2911 -2.6880 0.38 -0.16 0.59
H 4.7492 -0.8967 -3.8633 0.11 0.00 -0.32
H 6.3100 -1.0837 -3.1100 0.33 0.86 -0.09
H 5.2342 -1.6482 -1.0322 -0.37 -0.60 0.28
H 5.1512 -2.7304 -2.4971 -0.15 -0.50 0.70
H 3.0318 -2.4658 -2.5696 -0.24 0.08 0.03
C -2.0018 -1.6640 -2.6258 0.13 -0.29 -2.06
C -2.3895 -0.4881 -3.5494 -1.83 0.40 1.81
O -1.9050 0.7469 -3.0765 0.77 0.50 -0.10
H -0.9323 -1.8449 -2.7327 0.09 0.01 0.48
H -2.4829 -2.5344 -3.0721 -0.06 -0.30 0.08
H -2.3395 -1.6281 -1.5901 0.15 0.63 -0.19
H -3.4490 -0.2941 -3.3827 -0.46 -0.67 -0.46
H -2.2741 -0.5525 -4.6314 0.50 -0.65 0.08
H -1.0024 0.8111 -3.3971 0.70 0.42 0.29
C -4.8406 -2.9506 3.1550 0.03 1.37 -0.10
C -4.2845 -1.5128 2.8382 -0.45 -1.92 0.66
O -2.9329 -1.7821 2.5497 0.10 -0.22 -0.21
H -4.2051 -3.3446 3.9480 -0.28 0.00 0.21
H -4.7239 -3.6459 2.3237 -0.06 0.31 -0.20
H -5.8898 -2.9034 3.4468 0.04 -0.15 0.15
H -4.3650 -0.8595 3.7071 -0.01 -0.09 0.35
H -4.8257 -0.9796 2.0566 0.07 -0.27 -0.45
H -2.4912 -0.9379 2.4325 0.31 0.55 -0.37
C 2.3467 3.4368 2.9009 1.38 -0.81 0.41
C 1.8857 4.1801 4.1745 0.91 -1.80 -1.87
O 2.1616 5.5139 3.9278 -0.75 1.56 0.54
H 3.3567 3.7369 2.6217 0.01 0.54 0.02
H 1.7252 3.5910 2.0189 -0.31 0.06 0.21
H 2.5281 2.3721 3.0476 -0.66 -0.33 0.09
H 2.4682 3.9137 5.0565 -0.16 -0.24 -0.09
H 0.8549 3.8349 4.2541 -0.42 0.84 0.76
H 1.5630 5.8211 3.2431 0.03 0.19 -0.10
C 0.2658 -0.6175 -0.2833 -0.48 0.03 -0.09
C 1.4003 0.1670 0.3022 0.66 -1.02 -0.18
O 2.3239 0.5130 -0.7656 -0.59 1.44 0.98
H -0.2678 0.0369 -0.9726 -0.26 -0.22 -0.07
H -0.4248 -0.9762 0.4800 -0.11 0.13 0.07
H 0.6242 -1.4922 -0.8260 0.11 0.04 -0.05
H 1.8857 -0.4313 1.0733 0.45 -0.13 -0.06
H 1.0338 1.0293 0.8591 0.27 0.51 -0.64
H 2.8135 -0.2467 -1.0892 -0.24 -0.72 0.13
C -5.8775 1.1284 -0.4185 0.68 0.87 -0.42
C -4.5708 0.3668 -0.6587 -1.49 -1.93 0.30
O -3.3702 1.0633 -0.5608 0.07 1.03 0.55
H -6.8067 0.5704 -0.3037 0.44 -0.75 -0.02
H -6.0513 1.7525 -1.2951 -0.04 0.63 0.34
H -5.7527 1.6806 0.5130 -0.13 0.49 -0.20
H -4.6299 -0.1494 -1.6169 -0.01 -0.04 -0.12
H -4.5798 -0.4140 0.1018 0.34 -0.32 0.03
H -2.8856 0.9884 -1.3861 0.37 0.15 -0.40
C -1.8587 2.1221 3.9132 0.66 0.77 0.60
C -1.1653 1.3237 2.8727 -0.22 0.22 -1.79
O -2.1149 0.6507 2.0577 0.01 -0.74 0.21
H -2.2219 1.5660 4.7775 -0.11 0.04 -0.17
H -2.6336 2.7174 3.4303 -0.27 -0.24 0.15
H -1.1156 2.8591 4.2179 -0.08 0.09 0.65
H -0.3944 0.6088 3.1603 -0.23 -0.04 0.48
H -0.6884 2.0221 2.1849 0.51 0.23 0.17
H -2.4216 1.2096 1.3400 -0.17 -0.04 -0.43
C -3.9295 -4.0387 -0.5842 0.29 0.69 1.73
C -2.4780 -4.1280 -0.0931 0.41 0.31 -0.05
O -2.2907 -4.2671 1.3266 -0.32 -1.59 -1.03
H -4.5238 -4.8356 -0.1372 -0.05 -0.05 -0.14
H -4.1126 -3.9674 -1.6564 0.40 -0.05 0.07
H -4.1785 -3.1019 -0.0857 -1.09 0.17 -0.32
H -1.9698 -3.1960 -0.3405 0.13 -0.10 -0.51
H -2.0132 -4.9477 -0.6409 0.53 -0.15 0.57
H -2.4234 -3.4501 1.8130 -0.24 0.73 -0.25

Record 5
17
Properties=species:S:1:pos:R:3:forces:R:3 method="wB97M-V/def2-TZVPD" lumo_energy_ev=-4.71 homo_ev=-13.71 mol_weight_g_mol=91.13 de_lowest_kcal_mol=49.3 total_energy_ev=-8309.65319 total_charge=+1
C 0.6200 0.0613 -1.7418 -0.33 1.64 -0.20
C 1.5829 0.7532 -0.7558 1.93 -1.82 -0.45
N 1.0994 0.5991 0.6234 0.22 1.94 0.07
C 1.6930 -0.1616 1.4997 -0.47 -1.50 -0.72
N 1.1464 -0.9343 2.4393 -0.13 -0.14 1.09
H 0.5970 -1.0231 -1.7599 0.25 -0.01 0.35
H -0.3923 0.4542 -1.6001 -0.01 -0.26 0.11
H 0.8895 0.4391 -2.7319 0.12 -0.31 -0.01
H 2.5407 0.1940 -0.7940 -0.38 0.28 0.01
H 1.8787 1.7619 -1.0213 -0.63 0.33 0.15
H 0.3521 1.2700 0.7800 -0.62 -0.93 0.70
H 2.7390 -0.4135 1.3219 -0.30 -0.30 -0.79
H 1.3953 -1.9173 2.4199 0.91 0.37 0.29
H 0.4742 -0.7672 3.1719 -0.58 0.70 -0.60
H -5.5190 -0.0619 -1.3847 0.10 0.01 -0.40
H -5.9448 -0.1332 0.0354 -0.10 -0.02 0.38
O -5.1521 -0.1207 -0.5023 0.03 0.01 0.02